## A
A structure of composition C5H11N3. Source: the OMol25 dataset; level of theory: ωB97M-V/def2-TZVPD.

HOMO-LUMO gap: 9.1 eV
LUMO energy: 0.8 eV
Spin multiplicity: 1

Each line ends with the Löwdin charge.
Cartesian coordinates (Å):
C  1.42  -1.58  1.38  -0.197
C  0.12  -0.81  -0.45  -0.403
C  -0.84  0.21  -0.96  -0.198
C  -1.78  0.82  0.00  -0.094
C  -0.70  1.63  -0.50  -0.326
H  2.18  -0.83  2.23  0.158
H  0.98  -2.62  1.83  0.102
H  2.26  -2.23  0.76  0.090
H  0.66  0.37  0.94  0.009
H  -0.04  -1.63  -2.12  -0.032
H  -1.27  -0.18  -2.00  0.182
H  -1.37  0.21  0.93  0.153
H  -2.84  0.86  0.04  0.102
H  -0.72  2.56  -1.20  0.168
H  1.12  2.37  0.47  0.072
H  -0.24  2.55  1.39  0.178
N  0.86  -0.54  0.68  -0.075
N  0.31  -1.81  -1.26  0.126
N  0.24  1.92  0.57  -0.016

=====

## B
An isolated molecule of C5H11N3. Source: the OMol25 dataset; level of theory: ωB97M-V/def2-TZVPD.

HOMO-LUMO gap: 9.5 eV
LUMO energy: 0.9 eV
Spin multiplicity: 1

Each line ends with the Löwdin charge.
Cartesian coordinates (Å):
C  -2.96  -0.56  -0.01  -0.098
N  -2.39  0.33  -0.67  -0.001
N  -1.05  0.20  -0.49  -0.168
C  -0.19  1.39  -0.47  -0.097
C  0.68  0.73  0.64  -0.304
N  1.96  0.21  0.28  -0.122
C  2.16  -0.73  -0.84  -0.152
C  -0.56  -0.26  0.80  -0.160
H  -4.11  -0.70  -0.03  0.095
H  -2.33  -1.34  0.52  0.077
H  -0.55  2.39  -0.17  0.122
H  0.36  1.56  -1.31  0.067
H  0.89  1.40  1.50  0.136
H  2.33  -0.29  1.16  0.137
H  2.26  -0.20  -1.87  0.095
H  1.54  -1.66  -0.85  0.070
H  3.28  -1.05  -0.73  0.095
H  -1.13  -0.09  1.66  0.088
H  -0.18  -1.32  0.88  0.119

=====

## C
An isolated molecule of C5H11N3. Source: the OMol25 dataset; level of theory: ωB97M-V/def2-TZVPD.

HOMO-LUMO gap: 9.1 eV
LUMO energy: 0.9 eV
Spin multiplicity: 1

Each line ends with the Löwdin charge.
Cartesian coordinates (Å):
H  -1.50  2.30  -1.01  0.043
N  -0.91  2.56  -0.21  0.083
C  -0.15  1.60  0.18  -0.177
C  0.22  0.29  -0.72  -0.278
C  1.71  0.11  -0.89  -0.086
C  -0.56  -0.62  0.18  -0.347
C  -1.90  -1.09  -0.34  -0.043
N  -0.29  -0.95  1.43  -0.028
N  0.96  -0.71  1.87  -0.040
H  0.53  1.77  1.03  0.106
H  -0.29  0.36  -1.69  0.125
H  1.95  -0.92  -1.18  0.082
H  2.29  0.38  -0.01  0.066
H  2.07  0.78  -1.68  0.079
H  -2.66  -0.32  -0.17  0.082
H  -2.21  -2.01  0.17  0.075
H  -1.86  -1.32  -1.41  0.074
H  0.98  -0.78  2.89  0.086
H  1.62  -1.42  1.55  0.097

=====

Quick one: most stable of them? C